Entry a
Molecular formula: C5H7ClN2
Method: DFT, ωB97M-V with the def2-TZVPD basis set

The calculation puts the orbital gap at 9.99 eV. The SMILES is C=Cn1ccnc1.Cl. The total charge is 0.

```
15
Properties=species:S:1:pos:R:3:nbo_charge:R:1
Cl 3.059 -1.160 -1.587 -0.266
N -2.579 -2.105 0.197 -0.456
N -0.965 -0.598 0.136 -0.391
C -0.030 0.382 -0.340 0.009
C -1.585 -1.601 -0.515 0.195
C -2.603 -1.425 1.353 -0.077
C 0.719 1.244 0.258 -0.433
C -1.573 -0.565 1.429 -0.109
H -3.166 -1.801 2.107 0.204
H 2.083 -0.362 -1.396 0.259
H -1.082 -0.017 2.296 0.226
H 0.133 0.182 -1.457 0.194
H 1.353 1.891 -0.289 0.221
H 0.669 1.477 1.361 0.213
H -1.267 -2.003 -1.560 0.211
```



Entry b
Molecular formula: C5H7ClN2
Method: DFT, ωB97M-V with the def2-TZVPD basis set

The calculation puts the orbital gap at 9.49 eV. The SMILES is C=C(Cl)[C@@H]1CN=CN1. The total charge is 0.

```
15
Properties=species:S:1:pos:R:3:nbo_charge:R:1
Cl 2.744 -0.606 0.044 -0.042
N -1.580 -0.630 -0.837 -0.476
N -0.811 0.259 1.032 -0.654
C -1.771 0.210 0.041 0.260
C 1.314 0.392 0.032 -0.006
C -0.426 -1.429 -0.523 -0.222
C 0.213 -0.573 0.697 -0.103
C 1.217 1.583 -0.606 -0.457
H -0.856 -2.391 -0.068 0.204
H 0.774 -1.024 1.539 0.223
H 0.283 -1.524 -1.267 0.215
H -0.748 0.903 1.854 0.419
H 2.020 1.961 -1.221 0.227
H 0.227 1.966 -0.686 0.216
H -2.602 0.903 -0.030 0.196
```



entry a is the most stable structure; the next one sits 0.311 eV above it.



Entry a
Molecular formula: C2H4BrNO2
Method: DFT, ωB97M-V with the def2-TZVPD basis set

The calculation puts the orbital gap at 9.59 eV. The total charge is 0.

```
10
Properties=species:S:1:pos:R:3:nbo_charge:R:1
Br -0.454 -1.004 -1.955 0.086
O 1.849 0.807 0.548 -0.365
O 2.233 -0.449 -1.100 -0.340
N 1.520 0.019 -0.274 0.501
C 0.024 -0.295 -0.234 -0.154
C -1.120 0.516 0.450 -0.644
H -2.055 0.234 0.018 0.245
H -1.141 0.315 1.483 0.231
H -0.024 -1.649 0.699 0.213
H -0.832 1.506 0.365 0.229
```



Entry b
Molecular formula: C2H4BrNO2
Method: DFT, ωB97M-V with the def2-TZVPD basis set

The calculation puts the orbital gap at 9.60 eV. The SMILES is C=[N+]([O-])OCBr. The total charge is 0.

```
10
Properties=species:S:1:pos:R:3:nbo_charge:R:1
Br -1.520 -2.360 -0.137 0.092
O -0.861 0.081 1.903 -0.371
O 0.729 -1.372 1.881 -0.523
N 0.492 -0.136 1.681 0.355
C 1.346 0.784 1.445 -0.251
C -1.718 -1.224 1.412 -0.215
H -2.720 -0.932 1.737 0.223
H 2.198 0.180 1.225 0.231
H 1.086 1.736 0.981 0.225
H -1.472 -1.999 2.257 0.235
```



entry a is the most stable structure; the next one sits 0.099 eV above it.



Entry a
Molecular formula: C4H12N2O2
Method: DFT, ωB97M-V with the def2-TZVPD basis set

The spin multiplicity is 2. The calculation puts the orbital gap (alpha / beta) at 10.74 / 5.55 eV. The total charge is +1.

```
20
Properties=species:S:1:pos:R:3:nbo_charge:R:1
O -2.039 -0.052 2.983 -0.938
O 2.725 0.912 0.539 -0.568
N 0.570 0.691 1.084 -0.601
N 0.189 0.393 -2.567 -0.335
C 1.917 0.568 1.357 0.525
C 0.453 -0.091 -1.277 -0.111
C -0.485 -1.315 -0.996 -0.570
C 0.137 1.048 -0.222 -0.216
H -1.413 -1.307 -1.563 0.233
H -1.536 -0.734 2.589 0.449
H -0.090 0.268 1.730 0.412
H -0.699 0.873 -2.663 0.408
H 1.451 -0.481 -1.091 0.275
H -0.947 1.189 -0.182 0.225
H 2.159 0.138 2.331 0.154
H 0.615 1.955 -0.561 0.250
H -2.934 -0.391 3.129 0.494
H 0.049 -2.220 -1.289 0.248
H -0.674 -1.397 0.071 0.237
H 0.554 -0.046 -3.401 0.428
```



Entry b
Molecular formula: C4H12N2O2
Method: DFT, ωB97M-V with the def2-TZVPD basis set

The spin multiplicity is 2. The calculation puts the orbital gap (alpha / beta) at 3.15 / 10.62 eV. The total charge is +1.

```
20
Properties=species:S:1:pos:R:3:nbo_charge:R:1
O -0.115 -1.821 -2.156 -0.505
O 1.149 0.003 -1.371 -0.827
N -1.291 -2.187 0.486 -0.861
N 0.701 2.327 -0.297 -0.669
C -0.197 -1.174 0.245 -0.288
C -0.630 0.239 0.626 -0.484
C 0.543 1.173 0.662 -0.232
C 0.235 -1.136 -1.312 0.785
H 1.031 2.049 -1.153 0.439
H -2.165 -1.693 0.853 0.417
H 1.444 2.950 -0.053 0.433
H 1.461 0.579 0.937 0.274
H -0.856 -2.924 1.245 0.215
H 0.455 1.783 1.543 0.217
H 1.748 -0.042 -2.171 0.520
H -1.550 -2.651 -0.476 0.443
H 0.722 -1.561 0.927 0.161
H -1.083 0.170 1.626 0.250
H -1.518 0.746 0.201 0.246
H -0.083 3.171 -0.360 0.465
```



entry a is the most stable structure; the next one sits 2.984 eV above it.



Entry a
Molecular formula: C6H5NOS
Method: DFT, ωB97M-V with the def2-TZVPD basis set

The calculation puts the orbital gap at 8.85 eV. The total charge is 0.

```
14
Properties=species:S:1:pos:R:3:nbo_charge:R:1
S 1.590 0.707 -1.217 0.359
O -1.613 -1.756 -0.701 -0.657
N 0.779 -0.789 0.804 -0.422
C -0.900 -0.638 -1.008 0.277
C -2.972 1.478 0.467 -0.406
C -2.056 0.910 -0.046 -0.160
C 2.641 0.400 0.103 -0.426
C 2.068 -0.357 1.087 -0.063
C 0.349 -0.308 -0.299 0.050
H 3.622 0.929 0.157 0.251
H -3.650 2.293 0.457 0.227
H -1.536 -2.141 0.212 0.521
H -0.964 -0.235 -1.997 0.228
H 2.641 -0.494 1.980 0.221
```



Entry b
Molecular formula: C6H5NOS
Method: DFT, ωB97M-V with the def2-TZVPD basis set

The calculation puts the orbital gap (alpha / beta) at 7.88 / 7.50 eV. The total charge is 0.

```
14
Properties=species:S:1:pos:R:3:nbo_charge:R:1
S -2.547 1.155 0.630 0.112
O 1.449 -0.672 -1.196 -0.453
N -3.248 -1.860 -1.392 -0.275
C -2.984 -1.280 -0.410 0.183
C 1.069 0.584 0.638 -0.448
C 2.630 0.037 -0.859 0.064
C 2.475 0.769 0.260 -0.283
C -2.441 -0.570 0.682 -0.432
C 0.630 -0.365 -0.213 0.445
H -2.004 1.333 -0.634 0.158
H 3.281 1.344 0.760 0.243
H -2.299 -1.103 1.661 0.257
H 3.493 -0.240 -1.342 0.201
H 0.497 0.867 1.416 0.228
```



entry a is the most stable structure; the next one sits 0.676 eV above it.